Entry 1:
{
  "formula": "C4H7NO",
  "method": "ωB97M-V with the def2-TZVPD basis set",
  "e_lumo_ev": 0.528,
  "spin_multiplicity": 1,
  "e_above_lowest_kcal_mol": 113.62,
  "gap_ev": 8.80,
  "species": ["O", "C", "N", "C", "C", "C", "H", "H", "H", "H", "H", "H", "H"],
  "coordinates": [[1.50985, -1.82893, 0.25839], [1.55445, -0.81718, -0.39692], [1.36750, 0.45208, 0.14293], [-0.53268, 1.16261, -0.01082], [-1.34197, 0.21628, 0.85088], [-1.34822, 0.03762, -0.63031], [1.66553, -0.80252, -1.49462], [1.52175, 0.51481, 1.14340], [1.76046, 1.23115, -0.37204], [-0.85520, -0.57329, 1.42157], [-2.17344, 0.68496, 1.37654], [-2.17419, 0.39105, -1.24574], [-0.90852, -0.88453, -1.00306]],
  "forces_ev_per_a": [[-0.03, 0.42, -0.23], [-0.08, -0.21, 0.13], [0.21, 0.07, 0.04], [-0.06, -0.23, 0.02], [0.03, 0.02, 0.13], [-0.02, -0.03, -0.16], [0.01, -0.03, 0.13], [-0.10, -0.03, -0.08], [-0.13, -0.16, 0.03], [-0.05, 0.13, -0.11], [0.16, -0.07, -0.11], [0.12, -0.04, 0.14], [-0.04, 0.18, 0.07]],
  "lowdin_charge": [0.06, -0.37, 0.06, -0.01, -0.24, -0.24, 0.14, 0.13, 0.12, 0.09, 0.09, 0.09, 0.08]
}

Entry 2:
{
  "formula": "C30H43FN4O3SiTi",
  "method": "ωB97M-V with the def2-TZVPD basis set",
  "e_lumo_ev": 0.399,
  "spin_multiplicity": 1,
  "e_above_lowest_kcal_mol": 19.00,
  "gap_ev": 5.77,
  "species": ["Ti", "C", "O", "C", "C", "O", "C", "C", "O", "C", "H", "H", "H", "H", "H", "H", "H", "H", "H", "H", "H", "H", "H", "H", "C", "Si", "C", "C", "N", "C", "C", "C", "C", "C", "C", "F", "H", "H", "H", "H", "H", "H", "H", "H", "H", "H", "H", "H", "H", "N", "C", "C", "C", "C", "C", "C", "C", "C", "C", "C", "C", "C", "H", "H", "H", "H", "H", "H", "H", "H", "H", "H", "C", "N", "C", "C", "N", "H", "H", "H", "H", "H", "H"],
  "coordinates": [[0.19345, 0.12550, -0.09274], [0.69519, 1.26384, 3.56813], [1.35928, 1.60733, 2.36846], [2.72145, 1.29115, 2.40738], [3.36196, 1.63584, 1.09868], [2.95511, 0.73154, 0.06816], [3.95505, 0.55542, -0.93188], [3.95838, -0.83529, -1.49308], [2.82104, -1.05603, -2.29228], [2.79675, -2.37100, -2.83645], [1.11658, 1.81241, 4.41312], [-0.35135, 1.52733, 3.44838], [0.77439, 0.18989, 3.75859], [3.21186, 1.87641, 3.19296], [2.87539, 0.22707, 2.61629], [3.11872, 2.66860, 0.83492], [4.44186, 1.55766, 1.22618], [3.82610, 1.28452, -1.74161], [4.93587, 0.72067, -0.48922], [4.86278, -0.96725, -2.09741], [3.96858, -1.54478, -0.66038], [3.69513, -2.55208, -3.43642], [2.73806, -3.11215, -2.03535], [1.90912, -2.45764, -3.46208], [-3.23570, 0.31883, 3.21737], [-2.83495, -0.01247, 1.40656], [-2.43629, -1.82780, 1.37629], [-4.40112, 0.21488, 0.43064], [-1.51957, 0.95962, 0.79735], [-1.50542, 2.33200, 1.02724], [-2.54628, 3.09599, 1.60370], [-2.42388, 4.45549, 1.85779], [-1.26241, 5.14729, 1.53862], [-0.22774, 4.44246, 0.93044], [-0.39665, 3.10666, 0.69507], [0.63150, 2.43357, 0.04386], [-4.32055, 0.43260, 3.35186], [-2.76142, 1.22441, 3.61564], [-2.90889, -0.52669, 3.83349], [-3.14519, -2.35214, 2.03594], [-1.42151, -2.00042, 1.73513], [-2.52088, -2.25720, 0.37299], [-5.20087, -0.39017, 0.87774], [-4.26324, -0.11100, -0.60911], [-4.73402, 1.26067, 0.41271], [-3.47855, 2.59658, 1.84963], [-3.25584, 4.98414, 2.31093], [-1.16447, 6.20793, 1.73729], [0.70005, 4.92177, 0.64185], [0.74613, 1.02442, -2.08555], [-0.45724, 1.35096, -2.80146], [-0.68724, 2.65724, -3.20958], [-1.83873, 2.98142, -3.90579], [-2.76045, 1.98841, -4.19269], [-2.51944, 0.68555, -3.77476], [-1.36882, 0.33857, -3.07710], [-1.09514, -1.07482, -2.65960], [-1.46595, -2.08584, -3.55141], [-1.28803, -3.42460, -3.23441], [-0.73388, -3.74949, -2.00603], [-0.34808, -2.73943, -1.13608], [-0.49496, -1.36946, -1.41364], [1.36792, 1.81305, -2.06406], [1.23805, 0.22491, -2.48716], [0.04022, 3.42802, -2.97099], [-2.00656, 4.00150, -4.22869], [-3.66938, 2.22428, -4.73127], [-3.26221, -0.07950, -3.96850], [-1.87754, -1.81753, -4.51776], [-1.57654, -4.19807, -3.93869], [-0.59705, -4.78682, -1.72654], [0.07661, -3.04262, -0.19182], [0.83406, -3.44620, 2.93071], [1.91566, -3.01895, 2.02696], [2.87223, -4.05545, 1.69161], [1.74726, -1.97052, 1.21132], [0.86561, -1.06744, 1.17646], [1.24259, -3.74728, 3.89734], [0.27748, -4.29293, 2.51520], [0.14685, -2.61394, 3.07514], [3.26113, -4.51050, 2.60503], [3.69327, -3.61960, 1.13426], [2.41535, -4.84325, 1.08617]],
  "forces_ev_per_a": [[0.92, -0.49, 2.31], [0.02, -0.11, -0.15], [-0.26, 0.03, 0.11], [0.00, -0.17, 0.12], [-0.05, -0.06, -0.20], [0.09, 0.13, -0.10], [-0.23, 0.17, -0.05], [-0.13, -0.23, 0.18], [-0.23, -0.04, -0.28], [-0.09, 0.18, 0.17], [0.06, 0.08, 0.10], [-0.06, 0.03, -0.03], [-0.01, -0.06, -0.02], [0.12, 0.06, 0.11], [-0.06, -0.08, 0.01], [-0.03, 0.05, -0.14], [0.13, 0.02, 0.03], [-0.01, 0.08, 0.00], [0.17, 0.06, 0.04], [0.12, 0.02, -0.04], [-0.03, -0.10, 0.06], [-0.01, 0.01, -0.02], [0.00, -0.01, 0.04], [0.02, 0.05, 0.04], [0.02, 0.35, 0.32], [0.11, -0.27, 0.26], [-0.07, -0.32, -0.21], [-0.29, 0.23, -0.34], [0.62, 0.46, -0.18], [-0.42, -0.31, -0.11], [-0.10, -0.17, 0.00], [0.02, -0.01, -0.01], [0.01, -0.06, -0.05], [-0.02, 0.22, 0.02], [0.16, -0.06, -0.13], [-0.19, 0.00, 0.04], [0.19, -0.03, 0.02], [-0.10, -0.16, -0.03], [-0.04, 0.11, -0.08], [0.12, 0.15, -0.15], [-0.06, -0.05, -0.01], [0.04, 0.01, 0.15], [0.10, 0.09, -0.09], [-0.03, 0.06, 0.16], [-0.01, -0.19, -0.04], [0.12, 0.11, 0.01], [0.04, -0.06, -0.03], [-0.01, -0.10, 0.00], [-0.03, -0.03, 0.00], [-0.45, -0.47, -0.28], [0.38, 0.13, -0.01], [0.12, 0.07, 0.17], [-0.03, 0.02, -0.04], [-0.02, -0.12, 0.04], [-0.27, 0.06, -0.05], [0.05, -0.41, 0.08], [-0.09, 0.27, -0.07], [0.02, -0.09, -0.05], [-0.01, 0.12, -0.03], [-0.03, 0.08, -0.10], [0.06, 0.00, 0.06], [-0.35, -0.46, -0.63], [0.25, 0.24, 0.12], [0.10, 0.03, -0.12], [-0.01, -0.06, -0.04], [-0.01, -0.03, 0.04], [0.01, -0.01, 0.02], [0.04, 0.01, -0.02], [-0.02, 0.00, 0.02], [0.01, 0.07, 0.05], [0.02, -0.01, 0.02], [0.05, 0.04, 0.09], [0.20, 0.02, -0.04], [-1.34, -0.04, 0.33], [-0.01, 0.13, 0.17], [1.82, 0.20, -0.89], [-1.23, 0.60, -0.60], [0.01, -0.02, 0.01], [0.00, 0.01, -0.02], [0.09, -0.01, 0.00], [0.00, 0.00, 0.02], [0.05, 0.10, -0.07], [-0.05, -0.06, -0.03]],
  "lowdin_charge": [1.01, -0.07, -0.23, -0.22, -0.17, -0.18, -0.18, -0.21, -0.22, -0.08, 0.09, 0.08, 0.09, 0.13, 0.12, 0.13, 0.12, 0.13, 0.12, 0.13, 0.11, 0.09, 0.09, 0.09, -0.17, 0.38, -0.17, -0.17, -0.13, -0.31, -0.05, -0.09, -0.10, -0.02, -0.22, -0.04, 0.03, 0.02, 0.03, 0.04, -0.01, 0.03, 0.04, 0.03, 0.03, 0.08, 0.10, 0.10, 0.12, 0.04, -0.23, -0.03, -0.08, -0.08, -0.03, -0.13, -0.19, -0.05, -0.09, -0.09, -0.13, -0.16, 0.10, 0.09, 0.12, 0.10, 0.10, 0.11, 0.11, 0.10, 0.10, 0.07, -0.06, -0.24, -0.09, -0.28, -0.06, 0.08, 0.09, 0.06, 0.08, 0.07, 0.08]
}